Entry 1:
Entry from the Open Molecules 2025 dataset: 2 unconnected molecules or ions with the total composition C4H5ClO in a non-equilibrium geometry (wB97M-V/def2-TZVPD).

Last column: natural (NBO) charge in e.
Positions of all 11 atoms, in Å:
C: -0.32 0.94 -0.29  0.013
C: 0.77 1.12 -0.74  -0.274
C: -1.77 0.63 -0.09  -0.705
C: 1.91 -2.11 0.62  0.270
O: 1.74 -1.15 1.40  -0.637
Cl: 1.19 -1.96 -1.02  -0.151
H: -2.51 1.44 0.11  0.249
H: -2.04 0.04 -0.92  0.246
H: -2.04 0.07 0.86  0.243
H: 1.77 1.35 -0.91  0.238
H: 1.29 -0.38 0.99  0.508

Values from the calculation:
E_tot: -18794.3532 eV
Kohn-Sham gap: 9.6 eV
Spin multiplicity: 1

Entry 2:
Entry from the Open Molecules 2025 dataset: a molecular structure, C22H36HoN4O7P2SSi in a non-equilibrium geometry (wB97M-V/def2-TZVPD).

Last column: Mulliken spin population.
Positions of all 74 atoms, in Å:
Ho: 0.22 0.47 0.08  4.053
C: 3.73 3.10 -1.88  0.000
C: 3.25 2.68 -0.50  0.000
O: 4.07 3.19 0.55  0.000
P: 3.36 0.88 -0.28  -0.005
O: 3.06 0.70 1.27  0.000
O: 4.85 0.42 -0.45  0.000
O: 2.33 0.12 -1.04  -0.001
P: 1.50 3.24 -0.28  -0.003
O: 1.13 2.68 1.24  -0.003
O: 1.42 4.70 -0.36  0.000
O: 0.68 2.27 -1.12  -0.006
H: 4.80 2.91 -1.97  0.000
H: 3.55 4.17 -2.02  0.000
H: 3.20 2.56 -2.66  0.000
H: 4.02 4.16 0.54  0.000
H: 3.48 1.41 1.80  0.000
H: 5.10 0.08 -1.32  0.000
H: 0.68 3.39 1.72  0.000
C: -1.79 1.57 0.77  -0.019
Si: -3.25 0.84 -0.06  -0.005
C: -3.11 -1.00 0.37  -0.001
N: -1.74 -1.55 0.14  -0.005
C: -1.46 -1.83 -1.29  0.003
C: -2.34 -2.92 -1.91  0.000
C: -2.25 -4.20 -1.09  0.000
C: -2.56 -3.93 0.38  0.000
C: -1.63 -2.83 0.90  -0.001
C: -4.96 1.44 0.42  0.000
C: -5.34 2.75 0.09  0.000
C: -6.59 3.24 0.43  0.000
C: -7.49 2.44 1.10  0.000
C: -7.14 1.14 1.44  0.000
C: -5.89 0.65 1.10  0.000
C: -3.15 1.00 -1.94  -0.002
C: -2.11 1.64 -2.61  0.005
C: -2.03 1.62 -4.00  0.000
C: -3.00 0.97 -4.74  0.000
C: -4.06 0.35 -4.09  0.000
C: -4.14 0.37 -2.71  0.000
H: -2.00 1.51 1.85  -0.002
H: -1.71 2.64 0.53  0.002
H: -3.87 -1.61 -0.11  -0.001
H: -3.30 -1.07 1.44  0.000
H: -0.41 -2.16 -1.34  0.001
H: -1.57 -0.91 -1.86  -0.002
H: -2.00 -3.08 -2.94  0.000
H: -3.37 -2.57 -1.97  0.000
H: -1.24 -4.61 -1.17  0.000
H: -2.93 -4.96 -1.49  0.000
H: -2.40 -4.83 0.98  0.000
H: -3.61 -3.65 0.51  0.000
H: -0.61 -3.18 0.82  0.000
H: -1.83 -2.61 1.95  0.000
H: -4.65 3.39 -0.45  0.000
H: -6.86 4.26 0.16  0.000
H: -8.47 2.82 1.36  0.000
H: -7.85 0.50 1.96  0.000
H: -5.64 -0.37 1.37  0.000
H: -1.36 2.19 -2.06  -0.002
H: -1.22 2.14 -4.50  0.000
H: -2.95 0.95 -5.82  0.000
H: -4.84 -0.15 -4.67  0.000
H: -4.98 -0.11 -2.22  0.000
N: 0.15 -0.07 2.51  -0.005
N: 1.01 -0.95 3.19  0.000
C: 1.66 -1.93 2.51  0.001
N: 2.37 -2.77 3.27  0.000
S: 1.62 -2.08 0.85  -0.004
H: 0.25 0.86 2.92  0.000
H: -0.82 -0.37 2.60  0.001
H: 0.89 -1.03 4.19  0.000
H: 2.43 -2.69 4.27  0.000
H: 2.87 -3.52 2.82  0.000

Values from the calculation:
E_tot: -106783.1683 eV
Kohn-Sham gap (alpha / beta): 8.0 / 8.0 eV
Net charge: +1
Spin multiplicity: 5